# 1
{
  "formula": "C4H7N3",
  "method": "the ωB97M-V functional and the def2-TZVPD basis",
  "elements": ["N", "N", "N", "C", "C", "C", "C", "H", "H", "H", "H", "H", "H", "H"],
  "xyz": [[2.239421, -0.144076, 1.325915], [2.577170, -0.036627, 0.036947], [0.978548, -0.427197, 1.370064], [0.468839, -0.487578, 0.101040], [1.512586, -0.229663, -0.772095], [-2.123330, 0.740471, 0.208327], [-0.940860, -0.778621, -0.214629], [-1.776075, -0.744207, 0.471846], [-3.212167, 0.512650, 0.157067], [-1.843707, 1.424546, -0.565756], [3.535424, 0.173137, -0.206692], [-1.094281, -0.941150, -1.278651], [1.587345, -0.184513, -1.851398], [-1.908908, 1.122829, 1.218013]],
  "atomic_forces_ev_per_a": [[-0.090, -0.093, -0.131], [0.051, 0.024, 0.031], [-0.020, 0.115, -0.053], [-0.316, 0.232, 0.105], [-0.242, -0.103, 0.060], [0.676, 0.405, -0.617], [-0.826, 2.556, -0.059], [0.402, -2.916, 0.854], [0.918, -0.370, -0.224], [-0.046, 0.650, -0.171], [-0.246, -0.068, 0.060], [-0.513, -0.111, 0.359], [-0.078, -0.003, 0.274], [0.330, -0.319, -0.488]],
  "de_lowest_kcal_mol": 87.7,
  "orbital_gap_ev": 9.0,
  "charge": 0,
  "homo_energy_ev": -8.17
}


# 2
{
  "formula": "C4H7N3",
  "method": "the ωB97M-V functional and the def2-TZVPD basis",
  "elements": ["N", "N", "N", "C", "C", "C", "C", "H", "H", "H", "H", "H", "H", "H"],
  "xyz": [[1.099356, -1.514645, -3.318104], [-1.568299, -1.048382, -1.234158], [0.348639, -0.267644, -0.126697], [-0.299683, 0.319505, 0.807916], [-0.316521, -0.864915, -1.208436], [0.544442, -1.213800, -2.347510], [0.356774, 1.100541, 1.906455], [1.373052, 1.431798, 1.680101], [1.279754, 0.862833, -0.495698], [-0.242214, 1.974404, 2.191111], [-1.375067, 0.191178, 0.863210], [-1.860996, -1.463584, -2.114538], [0.365112, 0.431955, 2.778204], [1.233965, 1.771369, -0.508018]],
  "atomic_forces_ev_per_a": [[-0.514, 0.334, 1.121], [0.207, -0.101, -0.183], [-0.273, -0.458, 0.854], [-0.162, -1.051, 0.216], [-0.654, -0.101, 0.221], [0.354, -0.264, -0.786], [-0.086, -0.167, -0.150], [-0.196, -0.311, -0.045], [0.628, 3.929, -0.437], [-0.021, -0.247, -0.170], [-0.303, 0.220, -0.082], [-0.067, -0.041, -0.014], [0.102, 0.138, -0.046], [0.984, -1.882, -0.500]],
  "de_lowest_kcal_mol": 80.6,
  "orbital_gap_ev": 8.6,
  "charge": 0,
  "homo_energy_ev": -9.47
}


# 3
{
  "formula": "C4H7N3",
  "method": "the ωB97M-V functional and the def2-TZVPD basis",
  "elements": ["N", "N", "N", "C", "C", "C", "C", "H", "H", "H", "H", "H", "H", "H"],
  "xyz": [[-1.053167, 0.725812, -1.115121], [-2.230991, 0.260251, -0.638669], [1.206695, 0.200813, -0.711873], [-2.082094, -0.556693, 0.430013], [2.259189, 0.196908, 0.275957], [-0.134334, 0.124045, -0.374695], [-0.732070, -0.670290, 0.645443], [-2.925536, -1.035549, 0.914712], [3.154083, -0.305255, -0.118636], [-0.237784, -1.219064, 1.429056], [1.382844, 0.725837, -1.554630], [-3.068938, 0.722127, -0.946308], [2.526733, 1.209658, 0.616957], [1.935366, -0.378601, 1.147799]],
  "atomic_forces_ev_per_a": [[0.225, -0.218, 0.047], [-0.214, 0.075, 0.176], [-0.136, -0.091, -0.210], [0.043, 0.170, -0.153], [0.080, -0.047, 0.185], [-0.023, -0.029, 0.010], [0.129, 0.035, 0.040], [0.181, 0.258, -0.044], [-0.212, 0.228, 0.074], [-0.055, -0.143, -0.124], [-0.081, 0.072, 0.149], [0.005, -0.206, -0.019], [0.012, -0.218, -0.009], [0.044, 0.114, -0.122]],
  "smiles": "CNc1cc[nH]n1",
  "de_lowest_kcal_mol": 12.4,
  "orbital_gap_ev": 9.0,
  "charge": 0,
  "homo_energy_ev": -7.84
}


# 4
{
  "formula": "C4H7N3",
  "method": "the ωB97M-V functional and the def2-TZVPD basis",
  "elements": ["N", "N", "N", "C", "C", "C", "C", "H", "H", "H", "H", "H", "H", "H"],
  "xyz": [[-1.437812, 0.173980, 3.010356], [-1.200803, 1.918804, 0.017324], [0.665984, 0.559241, 0.336056], [-1.002300, 0.633488, 2.041834], [0.765535, -0.023375, -1.002662], [0.517484, -1.526191, -0.928580], [-0.527513, 1.114301, 0.739626], [0.569357, -1.989888, -1.917606], [1.753897, 0.193249, -1.420309], [0.024482, 0.470741, -1.637456], [-0.470196, -1.728470, -0.497990], [1.266781, -2.003578, -0.285145], [-2.056526, 2.190955, 0.494949], [1.131632, 0.016742, 1.049604]],
  "atomic_forces_ev_per_a": [[0.467, 0.514, -0.853], [0.041, -0.268, 0.276], [-0.099, -0.018, 0.151], [-0.373, -0.315, 0.890], [0.045, 0.038, -0.170], [-0.002, -0.059, -0.006], [-0.041, 0.129, -0.199], [0.010, 0.050, 0.109], [-0.130, -0.025, 0.051], [0.151, -0.024, 0.163], [0.139, 0.021, -0.118], [-0.102, 0.025, -0.135], [0.020, -0.034, -0.113], [-0.127, -0.033, -0.047]],
  "smiles": "[H]/N=C(\\C#N)NCC",
  "de_lowest_kcal_mol": 14.7,
  "orbital_gap_ev": 10.4,
  "charge": 0,
  "homo_energy_ev": -9.77
}